# 1
Formula: C42H93FN9O12S2
Source: the OMol25 dataset
Level of theory: ωB97M-V/def2-TZVPD

Each line ends with the Löwdin charge.
Element x y z (Å)
C 5.95846 -4.97514 2.68520  -0.12
C 7.22924 -4.09834 3.03671  -0.25
C 6.80452 -2.82284 3.86388  -0.20
C 7.36055 -1.47109 3.26928  -0.22
C 6.39772 -0.69501 2.29537  -0.20
C 6.26324 -1.30599 0.85692  -0.20
C 5.55732 -0.32042 -0.18268  -0.19
C 4.06261 -0.73950 -0.53506  -0.18
C 3.20176 0.54738 -0.90441  -0.20
C 2.68554 1.22975 0.40749  -0.22
C 1.23455 0.74750 0.81722  -0.21
C 0.96336 1.27533 2.27512  -0.23
C -0.54825 1.51670 2.58685  -0.23
C -1.45262 0.24953 2.37419  -0.20
C -2.89393 0.57829 2.96352  -0.20
C -3.97716 0.61266 1.80994  -0.18
C -5.34332 0.08815 2.47469  -0.22
C -5.50004 -1.44638 2.19759  -0.22
S -6.92846 -1.84158 1.09623  0.61
O -6.33430 -2.40239 -0.15466  -0.40
O -7.75643 -0.63941 0.79281  -0.40
N -7.86698 -2.92788 1.98727  -0.33
S -8.72671 -3.97144 0.99929  0.62
O -10.08844 -4.10694 1.60410  -0.38
O -8.11582 -5.32992 0.97252  -0.35
F -8.96143 -3.38808 -0.51416  -0.23
H 5.55133 -4.56807 1.73337  0.05
H 6.28103 -6.03178 2.52971  0.06
H 5.20836 -4.97812 3.50344  0.07
H 7.92415 -4.73983 3.62330  0.09
H 7.73062 -3.77606 2.09864  0.09
H 7.13262 -2.92810 4.92548  0.10
H 5.68866 -2.78011 3.84904  0.10
H 8.35780 -1.67438 2.80286  0.10
H 7.55080 -0.79177 4.13530  0.06
H 6.82760 0.33190 2.18553  0.11
H 5.38712 -0.64711 2.76621  0.12
H 7.26490 -1.64361 0.49235  0.10
H 5.62642 -2.22739 0.88899  0.09
H 5.61399 0.72056 0.22307  0.10
H 6.19952 -0.32399 -1.09058  0.08
H 3.65254 -1.25524 0.35812  0.08
H 4.10251 -1.37436 -1.44644  0.10
H 2.39786 0.34684 -1.64612  0.11
H 3.90646 1.26252 -1.39314  0.07
H 2.63480 2.34333 0.33502  0.11
H 3.33662 0.96850 1.27692  0.10
H 1.14523 -0.36241 0.80417  0.11
H 0.48000 1.15778 0.10582  0.11
H 1.44828 0.60914 3.03180  0.11
H 1.49590 2.25680 2.37460  0.10
H -0.63091 1.78603 3.67108  0.11
H -0.98988 2.37014 2.01832  0.12
H -1.06931 -0.60575 2.98577  0.11
H -1.52605 -0.03817 1.29982  0.10
H -3.17168 -0.09482 3.80441  0.10
H -2.86013 1.61156 3.38867  0.10
H -3.64464 -0.05857 0.98808  0.10
H -4.08393 1.64194 1.39596  0.10
H -5.24419 0.22179 3.57759  0.10
H -6.17057 0.70891 2.07878  0.07
H -4.57716 -1.82491 1.70326  0.10
H -5.59050 -2.03007 3.14469  0.10
C -7.76457 2.47656 -2.94060  -0.36
O -7.61509 3.28534 -2.04602  0.00
N -8.32810 1.25495 -2.80182  -0.19
C -8.47479 0.34200 -3.91501  -0.06
C -8.80308 0.84203 -1.48986  -0.04
H -7.43969 2.69037 -3.97376  0.12
H -9.53496 0.11685 -4.05614  0.09
H -7.93183 -0.57982 -3.69443  0.10
H -8.07762 0.78079 -4.83102  0.06
H -9.56267 1.54780 -1.14464  0.09
H -7.97414 0.85150 -0.78753  0.07
H -9.22703 -0.15832 -1.53636  0.09
C -14.00826 -3.12202 -0.77721  -0.35
O -15.11036 -2.78929 -1.17679  -0.01
N -13.00157 -3.57188 -1.55862  -0.20
C -11.70768 -3.95249 -1.01092  -0.06
C -13.22234 -3.67690 -2.98655  -0.06
H -13.73840 -3.07996 0.28945  0.14
H -10.93916 -3.33093 -1.46031  0.07
H -11.51293 -5.00174 -1.24698  0.10
H -11.68535 -3.82208 0.06784  0.06
H -13.47795 -2.69374 -3.38856  0.09
H -14.05650 -4.35625 -3.17704  0.09
H -12.32664 -4.05125 -3.47876  0.08
C 6.51222 0.91228 -3.54826  -0.34
O 5.44723 0.51732 -3.12370  0.01
N 6.87253 2.21352 -3.65369  -0.19
C 8.16618 2.61413 -4.17102  -0.07
C 5.93129 3.23564 -3.23428  -0.04
H 7.29664 0.21767 -3.89190  0.13
H 8.69898 3.18563 -3.40858  0.08
H 8.02094 3.23786 -5.05629  0.09
H 8.76127 1.74295 -4.44337  0.07
H 5.68598 3.09228 -2.18003  0.09
H 5.01354 3.14586 -3.81899  0.10
H 6.36074 4.22541 -3.37793  0.09
C 7.02082 0.80751 6.75197  -0.34
O 6.79700 0.67764 5.56782  0.02
N 7.91453 1.67820 7.28320  -0.20
C 8.13175 1.78074 8.71151  -0.07
C 8.67493 2.53200 6.38930  -0.04
H 6.49696 0.20709 7.51310  0.13
H 7.90324 2.79751 9.03991  0.09
H 9.17691 1.55400 8.93567  0.09
H 7.49317 1.08169 9.24996  0.08
H 7.98892 3.14862 5.80560  0.09
H 9.25453 1.91291 5.70185  0.09
H 9.34640 3.17186 6.95910  0.08
C -4.27664 1.77272 -8.29545  -0.36
O -3.14986 2.15021 -8.05528  0.02
N -5.40036 2.25021 -7.70666  -0.20
C -6.71665 1.75174 -8.04504  -0.06
C -5.28023 3.29416 -6.70525  -0.04
H -4.48056 0.98455 -9.03857  0.13
H -7.32521 2.57617 -8.42450  0.09
H -7.18674 1.33631 -7.15063  0.07
H -6.65517 0.97508 -8.80638  0.08
H -4.79987 4.16767 -7.15004  0.09
H -4.65846 2.93464 -5.88348  0.10
H -6.26245 3.57101 -6.32642  0.08
C 2.38436 -4.31780 1.44471  -0.34
O 3.25410 -3.47946 1.33296  0.00
N 1.81311 -4.98307 0.41326  -0.20
C 0.77595 -5.97428 0.61709  -0.06
C 2.25646 -4.69000 -0.93769  -0.04
H 1.97903 -4.61067 2.42665  0.13
H 1.11277 -6.93599 0.22254  0.09
H -0.12930 -5.66378 0.09071  0.09
H 0.55030 -6.08442 1.67696  0.08
H 3.32528 -4.89698 -1.02174  0.09
H 2.09050 -3.63255 -1.15281  0.09
H 1.70888 -5.29885 -1.65476  0.09
C 12.12250 3.56012 -4.56671  -0.35
O 11.30624 4.11273 -3.85988  0.01
N 12.52789 2.27400 -4.42844  -0.20
C 13.50937 1.67872 -5.31252  -0.06
C 11.96003 1.47068 -3.36029  -0.04
H 12.61445 4.08035 -5.40440  0.13
H 13.06494 0.81904 -5.81943  0.09
H 14.37034 1.34840 -4.72676  0.09
H 13.84264 2.39820 -6.05935  0.08
H 10.87749 1.41461 -3.48385  0.07
H 12.17463 1.94109 -2.39904  0.10
H 12.38147 0.46742 -3.37773  0.09
C -5.87033 3.63849 2.91365  -0.35
O -4.76308 4.06816 3.17077  0.01
N -7.02604 4.07564 3.46825  -0.20
C -8.31164 3.50923 3.10755  -0.05
C -6.97237 5.14066 4.45055  -0.05
H -6.02045 2.82892 2.18456  0.11
H -8.95012 4.29516 2.69728  0.09
H -8.78306 3.08696 3.99818  0.09
H -8.19276 2.72343 2.36234  0.09
H -6.52017 6.02703 4.00086  0.09
H -6.35392 4.82620 5.29387  0.09
H -7.97444 5.38020 4.80193  0.08

Summary:
HOMO-LUMO gap = 0.277 hartree
HOMO level = -6.142 eV
Charge = -1
Electronic energy = -3948.01373 Ha

***

# 2
Formula: F5LiSr2
Source: the OMol25 dataset
Level of theory: ωB97M-V/def2-TZVPD

Each line ends with the Löwdin charge.
Element x y z (Å)
Sr 0.20432 -0.56755 -1.90695  1.82
Sr -0.09007 -1.31789 1.47536  1.82
Li -0.09696 0.24574 0.02819  0.31
F -0.31470 1.24721 -1.17834  -0.71
F -0.59981 0.39726 1.47472  -0.77
F 1.11168 1.46088 0.52984  -0.67
F -1.09828 -0.61127 -0.30465  -0.81
F 0.88382 -0.85437 -0.11816  -0.99

Summary:
ΔE to the lowest compared entry with this formula, charge and spin = 6.094 eV
HOMO-LUMO gap = 0.199 hartree
HOMO level = -6.523 eV
Charge = 0
Electronic energy = -568.18958 Ha

***

# 3
Formula: C40H99BN9O17
Source: the OMol25 dataset
Level of theory: ωB97M-V/def2-TZVPD

Each line ends with the Löwdin charge.
Element x y z (Å)
O 27.29247 5.76660 16.58821  0.14
C 28.27185 5.10773 16.76410  -0.44
O 28.40629 3.82948 16.84871  0.24
B 29.82201 3.43075 17.01995  -0.97
O 30.58335 4.63288 16.85944  0.21
C 29.69217 5.71644 16.82012  -0.28
O 30.01359 6.89626 16.89440  0.12
O 30.29318 2.44979 16.01018  0.21
C 30.88282 1.39774 16.55833  -0.33
O 31.48072 0.44529 16.02248  0.08
C 30.52854 1.59658 18.09562  -0.35
O 30.05843 2.82339 18.28705  0.25
O 30.94972 0.88908 18.99197  0.11
C 22.61105 4.66364 19.16582  -0.08
C 22.92596 5.77406 20.11520  -0.44
C 24.22813 5.65772 21.10950  -0.20
O 24.05689 6.52120 22.17818  -0.17
C 24.59354 6.00546 23.44689  -0.08
N 23.11306 7.00032 19.37481  0.02
H 21.96675 4.99355 18.35088  0.08
H 22.41845 3.80059 19.80313  0.08
H 23.58869 4.47400 18.72269  0.08
H 22.02707 5.98819 20.69335  0.13
H 25.14334 5.78644 20.53163  0.12
H 24.14921 4.61211 21.40709  0.11
H 25.47772 5.39599 23.26018  0.08
H 24.00176 5.48103 24.19713  0.08
H 24.99557 6.84792 24.00970  0.08
H 23.83704 6.80420 18.69842  0.07
H 22.31246 7.07835 18.76405  0.06
C 29.15664 -1.45402 7.36027  -0.07
C 29.82295 -0.04927 7.38463  -0.43
C 30.53230 0.29366 8.76103  -0.22
O 29.56043 0.12001 9.72918  -0.22
C 30.01627 0.11048 11.10670  -0.06
N 30.81885 0.06887 6.37962  0.01
H 29.84895 -2.16867 7.80534  0.07
H 28.93361 -1.73329 6.33053  0.07
H 28.24627 -1.55922 7.95041  0.07
H 28.94146 0.54712 7.14928  0.13
H 30.98578 1.28299 8.70037  0.12
H 31.30574 -0.44790 8.96098  0.12
H 30.89442 -0.52717 11.20846  0.09
H 29.15148 0.10218 11.77016  0.10
H 30.52993 1.06294 11.23736  0.08
H 30.63030 -0.37033 5.48988  0.07
H 31.59848 -0.53836 6.58832  0.07
C 36.15510 -0.43701 19.02356  -0.05
C 36.53676 0.81196 19.88882  -0.42
C 36.18924 0.76115 21.35528  -0.18
O 36.77928 -0.47224 21.91578  -0.19
C 36.22126 -0.64798 23.21267  -0.13
N 37.95008 1.01743 19.72777  0.02
H 36.71316 -1.36320 19.16083  0.07
H 36.16981 -0.23388 17.95276  0.07
H 35.17351 -0.85327 19.25003  0.07
H 36.03221 1.65368 19.41441  0.14
H 35.12452 0.79175 21.58667  0.12
H 36.62968 1.59914 21.89554  0.12
H 35.49614 -1.45763 23.29493  0.08
H 35.87191 0.23121 23.75405  0.08
H 37.09219 -1.04220 23.73630  0.08
H 38.24270 1.70276 20.40952  0.06
H 38.48778 0.23732 20.07764  0.07
C 21.27829 5.55658 11.63039  -0.06
C 21.63873 6.81054 12.50973  -0.39
C 20.26086 7.40807 12.90908  -0.21
O 20.41832 8.79390 13.39657  -0.21
C 19.11511 9.33179 13.81145  -0.09
N 22.32721 6.36662 13.73189  0.03
H 20.55872 4.90086 12.12066  0.08
H 22.24191 5.12967 11.35236  0.07
H 20.79034 5.82743 10.69409  0.07
H 22.21477 7.65143 12.12347  0.14
H 19.78972 6.83079 13.70463  0.12
H 19.57923 7.28054 12.06812  0.10
H 18.85665 8.88593 14.77192  0.08
H 18.41180 9.06801 13.02159  0.07
H 19.14785 10.41696 13.90857  0.08
H 22.66356 5.41613 13.67220  0.06
H 23.23263 6.80653 13.81429  0.07
C 35.37951 6.65992 15.24769  -0.06
C 36.67530 6.96378 14.52695  -0.44
C 37.73526 7.54436 15.40962  -0.24
O 37.42430 8.76566 16.02632  -0.17
C 38.42895 9.73102 15.84706  -0.11
N 37.04929 5.63935 13.97230  0.02
H 34.58618 6.42830 14.53699  0.09
H 35.18478 7.51589 15.89383  0.08
H 35.59203 5.84540 15.94013  0.08
H 36.55437 7.61066 13.65803  0.14
H 38.59482 7.62402 14.74410  0.12
H 38.06996 6.81708 16.14931  0.13
H 38.58787 9.92514 14.78632  0.09
H 39.35944 9.32638 16.24525  0.08
H 38.20575 10.60833 16.45420  0.09
H 36.21699 5.19938 13.60651  0.06
H 37.27847 5.06360 14.76986  0.06
C 29.37400 5.66276 10.62557  -0.06
C 27.89297 5.39923 10.53611  -0.45
C 27.42975 4.82444 9.14893  -0.17
O 27.95527 5.58546 8.06124  -0.21
C 27.97375 4.90360 6.85507  -0.13
N 27.56311 4.50968 11.60314  0.02
H 29.80787 4.68451 10.41850  0.08
H 29.67872 5.88644 11.64793  0.09
H 29.61940 6.42321 9.88422  0.08
H 27.38211 6.32447 10.80270  0.13
H 26.35419 4.64816 9.13476  0.12
H 27.93008 3.86863 8.99338  0.11
H 26.97612 4.54820 6.59713  0.09
H 28.70463 4.10126 6.95591  0.08
H 28.41565 5.57855 6.12209  0.09
H 28.21545 3.75890 11.77889  0.07
H 26.74732 3.91590 11.55848  0.07
C 29.77882 -5.17725 20.25382  -0.07
C 30.50524 -4.72763 21.56198  -0.41
C 32.02262 -4.82723 21.53961  -0.25
O 32.47480 -6.12508 21.28671  -0.19
C 33.86621 -6.41665 21.49308  -0.08
N 30.09753 -3.30725 21.63015  0.04
H 30.28713 -4.77830 19.37601  0.07
H 28.75605 -4.83443 20.09719  0.07
H 29.94056 -6.25302 20.18558  0.07
H 30.18386 -5.47349 22.28897  0.14
H 32.39167 -4.33106 22.43723  0.12
H 32.46081 -4.20214 20.76157  0.13
H 34.19683 -6.10411 22.48359  0.08
H 34.41668 -5.93563 20.68455  0.08
H 34.01050 -7.48965 21.36682  0.08
H 30.54402 -2.87484 20.83405  0.07
H 30.72677 -2.97075 22.34493  0.05
C 26.41417 0.49233 22.88787  -0.09
C 25.57993 -0.10058 21.81189  -0.45
C 26.13362 0.20932 20.38053  -0.17
O 25.32747 -0.46499 19.36961  -0.19
C 25.93966 -0.27111 18.07714  -0.11
N 25.71635 -1.53100 21.98166  0.02
H 25.98794 0.35785 23.88203  0.08
H 26.62910 1.54770 22.72022  0.07
H 27.43205 0.10548 22.83898  0.08
H 24.52392 0.07801 22.01453  0.14
H 27.14402 -0.19910 20.39965  0.12
H 26.25396 1.28388 20.24287  0.12
H 25.90865 0.77151 17.76077  0.08
H 25.56617 -0.82620 17.21662  0.08
H 26.98151 -0.58931 18.03976  0.08
H 26.67334 -1.80219 22.15694  0.06
H 25.55687 -1.84263 21.03427  0.05
C 28.91031 12.42242 16.01036  -0.08
C 27.79866 12.08490 17.00506  -0.43
C 26.72068 11.15646 16.31001  -0.17
O 25.66681 11.94504 15.69962  -0.22
C 24.78417 11.31614 14.77275  -0.11
N 28.44353 11.33218 18.06788  0.04
H 29.54098 13.22863 16.38503  0.07
H 28.57508 12.83988 15.06091  0.08
H 29.61675 11.60298 15.87777  0.08
H 27.27086 12.96929 17.36194  0.13
H 26.23098 10.48728 17.01746  0.12
H 27.22643 10.56320 15.54819  0.12
H 24.47090 10.37486 15.22438  0.08
H 25.26533 11.09923 13.81905  0.08
H 23.95041 11.97228 14.52291  0.08
H 27.57163 10.96808 18.42472  0.06
H 28.81479 10.56862 17.52084  0.07

Summary:
ΔE to the lowest compared entry with this formula, charge and spin = 5.051 eV
HOMO-LUMO gap = 0.343 hartree
HOMO level = -7.416 eV
Charge = -1
Electronic energy = -3380.10590 Ha